1.
The following is a quantum chemistry calculation of C3H4O2 in the gas phase in a non-equilibrium geometry, from the OMol25 dataset.

Geometry as XYZ:
```
9
Properties=species:S:1:pos:R:3:forces:R:3
C 1.258797 0.094153 0.001925 -3.0 4.1 -0.3
C -0.055322 -0.148174 0.000286 0.8 -2.8 0.6
O -0.554784 -1.439364 0.065443 0.5 0.6 -0.4
C -1.169239 0.770617 0.067154 -0.5 -0.4 -0.5
O -2.294526 0.349768 -0.047082 0.1 1.0 0.3
H 1.521054 1.167715 -0.055436 0.2 -0.8 0.1
H 1.978163 -0.609672 0.053855 2.2 -2.2 0.1
H 0.154554 -1.971517 -0.288256 0.1 -0.7 0.0
H -0.838693 1.786471 0.202111 -0.4 1.1 0.1
```
Positions in Å, forces in eV/Å.

Values from the calculation:
SMILES string: C=C(O)C=O
HOMO level: -9.84 eV
LUMO: 0.03 eV
ΔE to the lowest compared entry with this formula, charge and spin: 35.0 kcal per mole
HOMO-LUMO gap: 9.9 eV
calculated total energy: -7269.16921 eV

---

2.
The following is a quantum chemistry calculation of C3H4O2 in the gas phase in a non-equilibrium geometry, from the OMol25 dataset.

Geometry as XYZ:
```
9
Properties=species:S:1:pos:R:3:forces:R:3
C -1.590745 -0.212604 0.550103 -0.5 -0.9 -0.4
C -0.771121 0.850082 0.296410 0.0 2.1 0.5
C 1.339367 0.017754 -0.359302 0.3 -0.7 -0.2
O -1.934016 -0.675105 -0.549722 -0.5 -0.8 -0.1
O 0.346197 1.065211 -0.225062 0.7 0.2 0.0
H -2.140398 -0.367750 1.485366 0.2 -0.1 0.1
H 0.868191 -0.896970 -0.716900 -0.1 0.1 0.0
H 1.818970 -0.162414 0.601825 -0.1 0.2 0.0
H 2.063551 0.381798 -1.082717 0.0 0.0 0.1
```
Positions in Å, forces in eV/Å.

Values from the calculation:
HOMO level: -8.36 eV
LUMO: 0.18 eV
ΔE to the lowest compared entry with this formula, charge and spin: 96.5 kcal per mole
HOMO-LUMO gap: 8.5 eV
calculated total energy: -7266.50085 eV

---

3.
The following is a quantum chemistry calculation of C3H4O2 in the gas phase in a non-equilibrium geometry, from the OMol25 dataset.

Geometry as XYZ:
```
9
Properties=species:S:1:pos:R:3:forces:R:3
C 1.614419 0.259241 0.004495 -1.0 3.0 0.5
C 0.118164 0.622718 0.045240 -2.5 0.0 -1.9
C -1.410982 -0.165526 -0.015004 4.2 1.7 -0.1
O 2.115301 -0.888588 0.017605 -0.4 -2.9 0.0
O -1.685273 -1.297191 -0.016455 -0.3 -2.7 0.1
H -0.186857 1.276121 0.913946 1.2 -0.1 -0.9
H 0.052012 1.306146 -0.963937 0.1 -1.3 2.5
H -2.146142 0.590509 -0.055988 -1.3 1.5 0.0
H 1.529362 -1.703434 0.070101 0.1 0.8 0.0
```
Positions in Å, forces in eV/Å.

Values from the calculation:
HOMO level: -7.96 eV
LUMO: 0.51 eV
ΔE to the lowest compared entry with this formula, charge and spin: 104.3 kcal per mole
HOMO-LUMO gap: 8.5 eV
calculated total energy: -7266.16319 eV

---

4.
The following is a quantum chemistry calculation of 2 unconnected molecules or ions with the total composition C3H4O2S, from the OMol25 dataset.

Geometry as XYZ:
```
10
Properties=species:S:1:pos:R:3:forces:R:3
O -0.432041 -1.104385 1.274096 0.0 -0.4 0.1
C -0.110010 -0.731549 0.187853 0.1 0.2 -0.2
C 0.752668 -0.891076 -0.980606 0.3 -0.5 -0.1
C -0.210496 0.298677 -0.840585 -0.4 0.5 0.1
H 1.811975 -0.712714 -0.868734 0.1 0.1 0.1
H 0.515526 -1.648520 -1.712219 -0.1 -0.1 -0.1
H -1.086308 0.327115 -1.472452 -0.1 -0.1 -0.1
H 0.193293 1.273739 -0.615411 0.1 0.1 0.0
O -0.452505 2.134073 2.082474 0.1 0.0 -0.1
S -0.982102 1.054640 2.945584 -0.1 0.1 0.2
```
Positions in Å, forces in eV/Å.

Values from the calculation:
SMILES string: O=C1CC1.O=S
HOMO level (spin up / spin down): -8.68 / -8.65 eV
LUMO (spin up / spin down): -1.00 / -1.02 eV
ΔE to the lowest compared entry with this formula, charge and spin: 88.9 kcal per mole
HOMO-LUMO gap (spin up / spin down): 7.7 / 7.6 eV
calculated total energy: -18102.20886 eV

---

5.
The following is a quantum chemistry calculation of C3H4O2S in the gas phase in a non-equilibrium geometry, from the OMol25 dataset.

Geometry as XYZ:
```
10
Properties=species:S:1:pos:R:3:forces:R:3
C -1.429265 -0.429683 -0.847484 0.0 -2.6 -0.2
O -0.522172 0.378497 -0.138066 1.8 -1.0 1.2
C 0.672266 -0.199480 0.369217 -0.9 0.6 -0.9
O 1.053080 -1.330881 0.294690 -1.0 0.5 -0.2
C 1.435831 0.948288 0.951671 -0.1 0.0 0.5
S 2.816923 0.754121 1.734867 -0.2 0.2 -0.2
H -2.072608 -1.138372 -0.169737 1.0 1.7 -1.2
H -0.880938 -1.117028 -1.544553 -0.3 0.4 0.7
H -1.952944 0.254224 -1.495336 -0.8 0.0 0.2
H 0.879829 1.880315 0.844732 0.4 0.1 0.1
```
Positions in Å, forces in eV/Å.

Values from the calculation:
SMILES string: COC(=O)C=S
HOMO level: -9.35 eV
LUMO: -1.32 eV
ΔE to the lowest compared entry with this formula, charge and spin: 31.7 kcal per mole
HOMO-LUMO gap: 8.0 eV
calculated total energy: -18104.68873 eV

---

6.
The following is a quantum chemistry calculation of a molecular structure, C3H4O2S2 in a non-equilibrium geometry, from the OMol25 dataset.

Geometry as XYZ:
```
11
Properties=species:S:1:pos:R:3:forces:R:3
C -0.169377 -0.209571 -0.687331 -2.0 -0.3 2.1
C -0.965514 -0.181470 -1.757512 3.4 -0.3 -1.5
C -0.496410 -0.130329 0.894553 -0.3 2.2 -2.9
O 1.189978 -0.233319 -0.574764 1.1 0.6 -0.4
O 1.962894 -0.766307 1.790962 -0.1 0.2 -0.6
S 1.815287 2.014195 1.343792 -0.1 0.7 -0.4
S 1.290195 0.260604 1.035510 -0.8 -1.9 0.8
H -0.573073 -0.226113 -2.830160 -0.2 0.2 1.8
H -1.996410 -0.195580 -1.728058 -1.9 0.0 0.7
H -1.232467 0.662354 1.110064 0.7 0.0 0.1
H -0.825102 -0.994464 1.402944 0.3 -1.3 0.4
```
Positions in Å, forces in eV/Å.

Values from the calculation:
HOMO level: -9.76 eV
LUMO: 0.58 eV
ΔE to the lowest compared entry with this formula, charge and spin: 60.4 kcal per mole
HOMO-LUMO gap: 10.3 eV
calculated total energy: -28938.43450 eV

---

7.
The following is a quantum chemistry calculation of 2 unconnected molecules or ions with the total composition C3H4O2S2 in a non-equilibrium geometry, from the OMol25 dataset.

Geometry as XYZ:
```
11
Properties=species:S:1:pos:R:3:forces:R:3
O -0.183842 -0.946746 1.500328 0.1 -0.5 -1.9
C -0.510004 -0.984646 0.325432 -2.2 0.1 2.6
S 0.287946 -1.828980 -0.943556 0.7 -0.9 -1.1
S -2.162569 -0.418956 -0.200915 -0.6 1.1 1.6
H -0.640517 -1.743723 -1.946487 0.3 0.2 0.7
H -2.615737 0.246161 1.024227 1.0 -1.2 -1.9
C 0.650832 1.248472 0.136133 -0.3 2.6 -3.2
C 1.824096 0.867067 -0.293728 0.2 -0.1 0.7
O 2.842085 0.350674 -0.476474 0.0 0.1 -0.6
H 0.550298 1.198191 1.132929 -0.1 -0.6 3.5
H -0.042590 2.012485 -0.257888 0.8 -0.8 -0.5
```
Positions in Å, forces in eV/Å.

Values from the calculation:
SMILES string: O=C(S)S.C=C=O
HOMO level: -9.23 eV
LUMO: 0.34 eV
ΔE to the lowest compared entry with this formula, charge and spin: 46.8 kcal per mole
HOMO-LUMO gap: 9.6 eV
calculated total energy: -28939.02256 eV

---

8.
The following is a quantum chemistry calculation of C3H4O2S2 in the gas phase in a non-equilibrium geometry, from the OMol25 dataset.

Geometry as XYZ:
```
11
Properties=species:S:1:pos:R:3:forces:R:3
O 3.599126 0.858855 0.677783 -0.3 -0.5 -0.8
C 2.856036 0.018881 0.356833 1.9 1.8 1.5
C 1.989090 -0.915032 0.258562 -2.0 -3.2 -0.6
S 0.620095 -1.028995 -0.850502 0.8 -0.4 -1.2
C -0.468441 0.216520 -0.163740 1.0 -0.5 0.2
O -0.469736 0.000791 1.204678 -0.8 1.6 0.9
S 0.094052 1.890232 -0.475637 -2.7 0.7 -1.4
H 2.052339 -1.879215 0.809739 0.7 1.2 0.0
H -1.374526 -0.006884 -0.693592 -0.9 0.3 -0.1
H -0.640089 -0.906776 1.416562 -0.2 -0.9 -0.1
H 1.144371 1.640656 0.154197 2.5 -0.2 1.5
```
Positions in Å, forces in eV/Å.

Values from the calculation:
SMILES string: O=C=CS[C@@H](O)S
HOMO level: -8.90 eV
LUMO: 0.08 eV
ΔE to the lowest compared entry with this formula, charge and spin: 43.7 kcal per mole
HOMO-LUMO gap: 9.0 eV
calculated total energy: -28939.15628 eV

---

9.
The following is a quantum chemistry calculation of C3H4O3 in the gas phase, from the OMol25 dataset.

Geometry as XYZ:
```
10
Properties=species:S:1:pos:R:3:forces:R:3
O 2.385769 -0.506949 0.641610 -0.4 0.1 0.0
C 1.186592 -0.349311 0.627810 0.4 0.0 0.0
C 0.506328 0.840384 0.076144 0.0 0.2 0.3
C -0.814215 0.882405 -0.127215 0.3 0.1 0.0
O -1.560640 -0.199959 -0.451192 0.3 -0.2 0.2
O -0.632097 -1.208233 -0.946254 -0.7 0.2 0.0
H 0.514033 -1.032219 1.186902 0.2 0.0 -0.2
H 1.087830 1.751074 0.016325 -0.1 0.1 0.3
H -1.428154 1.775600 -0.023310 0.0 -0.2 -0.6
H -1.245442 -1.952792 -1.000822 -0.1 -0.1 0.0
```
Positions in Å, forces in eV/Å.

Values from the calculation:
SMILES string: O=C/C=C\OO
HOMO level: -9.45 eV
LUMO: 0.50 eV
ΔE to the lowest compared entry with this formula, charge and spin: 110.5 kcal per mole
HOMO-LUMO gap: 10.0 eV
calculated total energy: -9313.90993 eV

---

10.
The following is a quantum chemistry calculation of 2 unconnected molecules or ions with the total composition C3H4O3, from the OMol25 dataset.

Geometry as XYZ:
```
10
Properties=species:S:1:pos:R:3:forces:R:3
O -0.840329 -0.073818 2.198030 0.4 -0.2 -0.3
C 0.002383 -0.087654 1.340983 -0.1 -0.1 0.3
C 0.076881 -1.243928 0.321192 0.1 -0.2 -0.4
O 0.189103 -1.147216 -0.877951 0.0 -0.2 0.6
H 0.862883 0.601768 1.304505 -0.1 0.1 0.1
H 0.071727 -2.237023 0.794292 -0.2 -0.1 0.1
C -0.072701 1.137655 -1.255084 -0.2 0.3 0.1
O -0.802426 1.393348 -0.324048 0.2 0.2 -0.5
H -0.467170 0.943394 -2.262647 0.0 0.0 0.0
H 1.030043 1.125027 -1.156495 -0.2 0.1 0.0
```
Positions in Å, forces in eV/Å.

Values from the calculation:
SMILES string: O=CC=O.C=O
HOMO level: -9.95 eV
LUMO: -0.34 eV
ΔE to the lowest compared entry with this formula, charge and spin: 67.0 kcal per mole
HOMO-LUMO gap: 9.6 eV
calculated total energy: -9315.79500 eV